No. 1
The following is a quantum chemistry calculation of a molecular structure, C31H34Br2N4O7PSc at a distorted geometry, from the Open Molecules 2025 dataset.

Structure (XYZ):
```
80
Properties=species:S:1:pos:R:3:mulliken_charge:R:1
Sc -0.038 -0.040 -0.067 -0.417
C -0.941 0.061 3.167 -1.251
O 0.067 0.074 2.147 0.681
C 1.386 0.108 2.585 1.284
C 1.786 0.142 3.900 -0.522
C 3.156 0.148 4.189 -1.049
Br 3.713 0.211 6.005 -0.158
C 4.098 0.100 3.187 -0.682
C 3.708 0.067 1.838 0.184
C 2.326 0.090 1.511 0.818
O 1.865 0.108 0.280 -0.475
C 4.684 0.009 0.786 0.093
N 4.368 -0.054 -0.515 0.554
C 5.516 -0.067 -1.271 0.535
C 5.738 -0.088 -2.640 -0.740
C 7.053 -0.059 -3.059 -0.614
C 8.114 -0.022 -2.150 -0.542
C 7.904 -0.005 -0.785 -0.966
C 6.586 -0.017 -0.355 0.404
N 6.021 0.028 0.903 -0.060
H -0.819 -0.814 3.815 0.431
H -1.906 -0.002 2.656 0.293
H -0.894 0.981 3.761 0.395
H 1.087 0.159 4.721 0.670
H 5.139 0.081 3.462 0.555
H 3.392 -0.126 -0.804 -0.196
H 4.924 -0.126 -3.346 0.512
H 7.264 -0.062 -4.116 0.427
H 9.123 -0.006 -2.532 0.410
H 8.727 0.021 -0.089 0.438
H 6.550 0.068 1.762 0.254
C 0.070 -0.512 -5.044 -0.334
C 1.155 0.018 -4.363 -1.140
C 1.063 0.199 -2.994 -0.274
N -0.033 -0.108 -2.286 0.759
C -1.072 -0.638 -2.950 -0.383
C -1.064 -0.847 -4.320 -1.125
H 0.115 -0.662 -6.111 0.468
H 2.066 0.266 -4.882 0.477
H 1.899 0.612 -2.432 0.613
H -1.950 -0.900 -2.364 0.795
H -1.927 -1.282 -4.796 0.515
Br -2.393 -6.957 -2.082 -0.124
C -2.670 -5.478 -0.935 -0.151
C -3.820 -5.390 -0.150 -0.134
N -4.053 -4.359 0.635 -0.579
C -3.194 -3.365 0.678 -0.307
C -2.017 -3.348 -0.080 0.125
C -1.742 -4.446 -0.895 -0.463
C -1.164 -2.149 -0.034 1.188
O -1.675 -1.049 0.364 -0.384
O 0.039 -2.122 -0.403 -0.696
H -4.573 -6.166 -0.160 0.421
H -3.438 -2.548 1.344 0.515
H -0.843 -4.479 -1.492 0.597
C -4.133 4.783 1.403 -1.370
C -3.305 3.519 1.494 -0.179
O -2.552 3.380 0.270 -0.305
P -1.860 1.983 -0.083 0.377
O -0.229 2.222 0.234 -0.158
C 0.382 3.519 -0.052 -0.226
C 0.340 4.446 1.150 -1.074
O -1.707 2.153 -1.685 -0.147
C -2.832 2.433 -2.540 -0.293
C -2.748 3.862 -3.041 -1.208
H -4.735 4.891 2.299 0.422
H -4.795 4.739 0.545 0.323
H -3.492 5.653 1.308 0.312
H -3.943 2.640 1.619 0.397
H -2.606 3.570 2.334 0.321
H -0.127 3.966 -0.910 0.199
H 1.418 3.302 -0.327 0.408
H -0.680 4.733 1.390 0.170
H 0.902 5.348 0.923 0.461
H 0.795 3.970 2.015 0.261
H -3.765 2.264 -1.996 0.368
H -2.769 1.720 -3.369 0.316
H -2.764 4.556 -2.204 0.213
H -3.589 4.066 -3.695 0.459
H -1.826 4.013 -3.596 0.310
```

charge: +2
HOMO: -13.38 eV
2S+1: 1
gap between HOMO and LUMO: 7.91 eV
energy above the lowest of the compared OMol25 structures with the same formula, charge and spin: 74.6 kJ/mol

=====

No. 2
The following is a quantum chemistry calculation of a molecular structure, C31H34BrCl3CsN11O6S4, from the Open Molecules 2025 dataset.

Structure (XYZ):
```
91
Properties=species:S:1:pos:R:3:mulliken_charge:R:1
Cs -0.115 0.091 -0.475 1.343
C -6.228 1.114 0.334 -1.321
C -5.244 0.047 -0.050 0.741
C -5.484 -0.855 -1.081 -0.478
C -4.534 -1.801 -1.412 -0.598
C -3.353 -1.790 -0.690 -0.036
Br -2.004 -3.082 -1.087 -0.077
N -3.079 -0.948 0.279 0.071
C -4.022 -0.060 0.596 -0.601
H -7.240 0.850 0.029 0.419
H -5.974 2.060 -0.150 0.179
H -6.234 1.282 1.411 0.373
H -6.418 -0.817 -1.631 0.387
H -4.692 -2.514 -2.207 0.473
H -3.771 0.607 1.417 0.421
N 2.493 -0.383 3.206 -0.227
C 3.387 -0.101 2.219 0.394
N 3.067 -0.004 0.962 0.214
C 4.179 0.317 0.207 -0.153
C 5.338 0.472 0.893 -0.633
S 5.056 0.216 2.576 -0.278
C 4.052 0.430 -1.252 0.034
C 5.087 0.385 -2.127 -0.532
S 4.496 0.567 -3.739 -0.293
C 2.882 0.679 -3.106 0.416
N 2.798 0.580 -1.807 -0.021
N 1.801 0.806 -3.916 -0.355
H 1.647 -0.879 2.929 -0.098
H 2.868 -0.658 4.098 0.236
H 6.305 0.758 0.516 0.445
H 6.136 0.249 -1.929 0.446
H 1.959 1.090 -4.867 0.251
H 0.956 1.176 -3.474 0.321
C -2.458 -4.036 3.708 -0.783
N -1.259 -4.409 2.981 0.331
C -0.851 -5.698 2.684 -0.630
C 0.299 -5.601 1.996 -0.351
N 0.591 -4.249 1.877 0.545
C -0.376 -3.506 2.497 -0.619
S -0.492 -1.840 2.682 0.028
C 1.687 -3.747 1.103 -0.008
C 2.977 -4.146 1.419 -0.709
C 3.997 -3.716 0.579 -0.525
C 3.683 -2.913 -0.505 -0.768
C 2.359 -2.556 -0.696 -0.553
N 1.371 -2.972 0.090 0.084
H -3.006 -4.943 3.951 0.322
H -3.070 -3.382 3.089 0.248
H -2.192 -3.504 4.619 0.311
H -1.421 -6.560 2.977 0.445
H 0.926 -6.355 1.558 0.478
H 3.168 -4.763 2.286 0.518
H 5.022 -3.997 0.779 0.440
H 4.446 -2.544 -1.177 0.443
H 2.060 -1.893 -1.500 0.863
C -3.749 8.599 0.212 -1.422
C -2.987 7.405 0.771 -0.181
S -3.012 7.441 2.550 1.252
O -2.203 8.549 2.983 -0.699
O -4.381 7.320 2.985 -0.664
C -2.168 5.951 3.020 -0.519
C -3.035 4.711 2.849 -1.280
N -2.227 3.495 2.849 0.374
C -1.749 2.902 1.725 -0.153
N -1.097 1.786 1.992 0.150
C -1.148 1.626 3.342 -0.531
C -1.832 2.672 3.886 -0.390
N -2.057 2.954 5.266 1.113
O -2.519 4.048 5.560 -0.640
O -1.748 2.093 6.063 -0.644
C -1.943 3.478 0.368 -0.619
H -3.723 8.560 -0.876 0.394
H -3.296 9.535 0.537 0.367
H -4.788 8.581 0.535 0.365
H -1.937 7.419 0.476 0.379
H -3.435 6.463 0.451 0.216
H -1.888 6.093 4.065 0.384
H -1.253 5.890 2.427 0.424
H -3.566 4.728 1.899 0.576
H -3.776 4.654 3.637 0.348
H -0.689 0.801 3.860 0.555
H -1.576 4.504 0.308 0.344
H -2.994 3.476 0.067 0.349
H -1.389 2.897 -0.365 -0.176
Cl -2.188 4.346 -3.052 -0.131
C -2.753 2.686 -3.334 0.514
Cl -2.932 2.427 -5.081 -0.156
Cl -4.339 2.498 -2.550 -0.119
C -1.726 1.600 -2.807 0.088
O -2.216 0.499 -2.551 -0.534
O -0.541 1.990 -2.739 -0.901
```

HOMO: -7.69 eV
2S+1: 1
gap between HOMO and LUMO: 7.28 eV
energy above the lowest of the compared OMol25 structures with the same formula, charge and spin: 0.0 kJ/mol

=====

No. 3
The following is a quantum chemistry calculation of a molecular structure, C31H34CuN7O2Se, from the Open Molecules 2025 dataset.

Structure (XYZ):
```
76
Properties=species:S:1:pos:R:3:lowdin_spin:R:1
Cu -0.738 -0.184 0.692 0.612
O -3.300 5.955 -0.924 0.000
C -4.054 4.801 -1.212 0.000
C -3.291 3.590 -0.756 -0.001
C -3.825 2.318 -0.927 0.002
C -3.099 1.226 -0.504 0.003
N -1.900 1.344 0.074 0.057
C -1.379 2.568 0.255 0.004
C -2.047 3.709 -0.153 0.002
C -0.058 2.598 0.935 0.003
C 0.634 3.764 1.210 0.001
C 1.854 3.685 1.868 -0.001
C 2.642 4.922 2.194 0.000
O 1.963 6.048 1.686 0.000
C 2.333 2.432 2.230 0.002
C 1.585 1.314 1.924 0.003
N 0.418 1.396 1.286 0.047
H -3.791 6.735 -1.200 0.000
H -4.247 4.702 -2.286 0.000
H -5.023 4.812 -0.701 0.000
H -4.794 2.172 -1.385 0.000
H -3.485 0.222 -0.623 0.000
H -1.626 4.691 -0.007 0.000
H 0.251 4.731 0.926 0.000
H 3.642 4.823 1.758 0.000
H 2.758 4.977 3.282 0.000
H 2.458 6.843 1.904 0.000
H 3.276 2.320 2.749 0.000
H 1.913 0.320 2.198 0.000
N 0.094 -1.440 1.892 0.040
C 0.698 -2.438 1.946 0.008
C 1.408 -3.608 2.008 0.020
C 2.801 -3.561 1.748 0.002
N 3.922 -3.513 1.482 0.011
C 0.698 -4.820 2.207 0.003
N 0.080 -5.786 2.326 0.010
C -2.658 -7.678 -1.808 0.000
C -2.424 -6.308 -2.436 0.000
C -2.846 -5.154 -1.530 0.002
C -1.924 -4.912 -0.341 0.001
N -0.609 -4.402 -0.747 0.010
C -0.305 -3.115 -0.962 0.010
Se -1.560 -1.715 -0.969 0.126
N 0.999 -3.017 -1.274 0.007
C 1.777 -1.807 -1.532 0.001
C 2.108 -1.633 -3.010 0.000
C 0.910 -1.238 -3.870 0.001
C 0.459 0.201 -3.643 0.000
C 1.555 -4.292 -1.268 0.003
C 2.860 -4.726 -1.484 0.000
C 3.082 -6.081 -1.368 0.002
C 2.049 -6.973 -1.037 0.001
C 0.761 -6.539 -0.810 0.001
C 0.534 -5.172 -0.939 0.002
H -2.295 -8.476 -2.455 0.000
H -3.723 -7.845 -1.638 0.000
H -2.158 -7.785 -0.843 0.000
H -2.991 -6.243 -3.367 0.000
H -1.373 -6.194 -2.720 0.000
H -3.846 -5.349 -1.132 0.000
H -2.917 -4.225 -2.103 0.002
H -1.737 -5.814 0.240 0.000
H -2.353 -4.174 0.335 0.000
H 2.685 -1.887 -0.932 0.000
H 1.198 -0.962 -1.160 0.000
H 2.553 -2.559 -3.382 0.000
H 2.883 -0.865 -3.086 0.000
H 0.078 -1.924 -3.684 0.001
H 1.179 -1.367 -4.920 0.000
H 0.158 0.373 -2.607 0.000
H -0.397 0.446 -4.271 0.000
H 1.263 0.900 -3.885 0.000
H 3.664 -4.040 -1.705 0.000
H 4.082 -6.466 -1.518 0.000
H 2.275 -8.026 -0.942 0.000
H -0.024 -7.223 -0.524 0.000
```

charge: +1
HOMO (spin up / spin down): -10.54 / -10.68 eV
2S+1: 2
<S²>: 0.757
gap between HOMO and LUMO (spin up / spin down): 7.04 / 6.33 eV